{
  "formula": "C32H63BrCl12INO4S",
  "method": "ωB97M-V with the def2-TZVPD basis set",
  "species": ["C", "C", "C", "C", "C", "C", "C", "C", "C", "C", "C", "C", "C", "C", "C", "C", "C", "C", "C", "C", "C", "Br", "O", "S", "O", "O", "O", "C", "I", "N", "C", "C", "C", "C", "H", "H", "H", "H", "H", "H", "H", "H", "H", "H", "H", "H", "H", "H", "H", "H", "H", "H", "H", "H", "H", "H", "H", "H", "H", "H", "H", "H", "H", "H", "H", "H", "H", "H", "H", "H", "H", "H", "H", "H", "H", "H", "H", "H", "H", "H", "H", "H", "H", "H", "H", "C", "Cl", "Cl", "H", "H", "C", "Cl", "Cl", "H", "H", "C", "Cl", "Cl", "H", "H", "C", "Cl", "Cl", "H", "H", "C", "Cl", "Cl", "H", "H", "C", "Cl", "Cl", "H", "H"],
  "coordinates": [[3.60507, -0.84416, 3.03846], [3.40747, -1.90209, 1.95574], [4.64567, -2.75290, 1.61716], [6.00597, -2.22237, 2.05901], [6.64359, -1.11108, 1.18995], [5.73191, -0.27950, 0.28542], [6.57846, 0.59879, -0.64412], [6.94658, -0.07984, -1.96440], [5.76518, -0.42177, -2.87171], [5.20177, 0.81935, -3.60064], [3.66780, 0.87557, -3.70514], [3.04629, 1.66082, -2.55753], [1.51382, 1.61487, -2.52133], [0.96812, 2.27722, -1.25799], [-0.51924, 2.60918, -1.32947], [-0.93920, 3.73313, -0.37594], [-2.28376, 4.35014, -0.75009], [-3.48185, 3.51181, -0.26333], [-4.53306, 3.33514, -1.35736], [-5.87234, 2.87417, -0.79578], [-7.00579, 2.73945, -1.84544], [-8.33066, 4.10438, -1.47866], [-6.52559, 2.86980, -3.19551], [-6.11002, 1.46100, -3.79572], [-6.83962, 1.18210, -4.97278], [-4.70266, 1.29844, -3.79588], [-6.68474, 0.58155, -2.54882], [-7.63858, 1.31803, -1.85206], [-9.55322, 1.46116, -3.06937], [-7.95852, 0.82568, -0.57683], [-7.43064, -0.47803, -0.14417], [-8.26637, -1.70570, -0.48916], [-8.30241, -2.11697, -1.96387], [-8.52739, -3.64330, -2.11671], [2.73839, -0.18215, 3.08383], [4.47623, -0.21688, 2.86658], [3.67713, -1.30790, 4.02329], [2.58803, -2.54806, 2.26060], [3.08168, -1.39050, 1.04606], [4.51663, -3.73773, 2.07132], [4.69225, -2.93308, 0.54075], [5.99957, -1.92141, 3.10574], [6.68753, -3.07670, 2.01930], [7.38773, -1.59145, 0.54833], [7.19422, -0.43097, 1.84258], [5.06098, -0.90431, -0.29925], [5.10195, 0.35736, 0.90947], [7.50700, 0.83893, -0.11894], [6.09183, 1.55867, -0.82846], [7.54315, -0.97312, -1.76233], [7.60796, 0.59151, -2.52003], [4.96407, -0.93636, -2.34140], [6.11717, -1.12220, -3.63230], [5.64463, 0.85108, -4.59574], [5.54183, 1.71196, -3.07122], [3.40254, 1.37940, -4.63717], [3.25036, -0.13306, -3.74190], [3.41804, 1.30758, -1.58882], [3.33142, 2.71372, -2.63757], [1.11616, 2.10477, -3.41252], [1.18885, 0.56982, -2.53502], [1.20251, 1.63565, -0.40457], [1.52788, 3.20657, -1.10123], [-1.06683, 1.71648, -1.02653], [-0.82356, 2.83356, -2.35294], [-0.98014, 3.32268, 0.63705], [-0.16447, 4.50420, -0.36561], [-2.33220, 5.35552, -0.32561], [-2.33116, 4.48827, -1.83267], [-3.90630, 3.95405, 0.63774], [-3.08812, 2.52262, -0.01697], [-4.67563, 4.28774, -1.87266], [-4.14201, 2.63198, -2.08600], [-5.79379, 1.93763, -0.24483], [-6.18982, 3.64114, -0.09636], [-8.95403, 0.87011, -0.43218], [-6.39945, -0.60429, -0.46619], [-7.39905, -0.42319, 0.94695], [-9.27268, -1.59104, -0.08115], [-7.80362, -2.52587, 0.06921], [-7.36886, -1.86069, -2.45675], [-9.14643, -1.62593, -2.44304], [-9.27054, -3.83545, -2.88967], [-7.61269, -4.12145, -2.46589], [-8.85015, -4.10357, -1.18649], [-2.71591, -1.60245, 0.52419], [-1.45111, -0.37309, 0.54544], [-2.57065, -2.73396, 1.87715], [-3.67729, -1.10774, 0.59230], [-2.63042, -2.15896, -0.40017], [3.96320, 2.20802, 5.59268], [5.53950, 1.48280, 5.24859], [2.74842, 0.98264, 5.97157], [4.05546, 2.88061, 6.43639], [3.64433, 2.74298, 4.70625], [-1.18249, -2.62130, -3.64589], [-2.57822, -3.38298, -2.86912], [-0.29785, -1.52809, -2.57253], [-0.50753, -3.40537, -3.96565], [-1.53777, -2.04919, -4.49395], [-9.03671, -5.57683, 2.16401], [-10.13971, -4.63029, 1.15712], [-7.66639, -6.20061, 1.23890], [-8.65664, -4.93639, 2.95019], [-9.58405, -6.41382, 2.57909], [9.11608, 1.65500, 5.80256], [10.87054, 1.84635, 5.90273], [8.60776, 0.90902, 4.28599], [8.79107, 1.01688, 6.61670], [8.65679, 2.63341, 5.87194], [8.16987, -3.11150, 5.67524], [7.06047, -1.73944, 5.73450], [9.48500, -2.95209, 6.84724], [7.61555, -4.01428, 5.89972], [8.60055, -3.15899, 4.68219]],
  "forces_ev_per_angstrom": [[-0.4, -0.2, 0.1], [0.2, 0.6, -0.3], [0.0, -0.2, 0.2], [0.3, 0.0, -0.1], [-0.2, -0.4, -0.1], [0.2, 0.4, 0.4], [0.0, -0.1, 0.0], [0.0, 0.1, 0.0], [0.1, 0.3, -0.4], [-0.1, -0.3, 0.2], [0.4, 0.3, 0.0], [-0.5, -0.1, 0.1], [0.4, -0.3, 0.3], [0.2, 0.4, -0.4], [-0.1, -0.3, 0.6], [0.2, 0.0, -0.3], [0.0, 0.2, 0.4], [0.3, -0.1, -0.5], [0.0, 0.1, 0.1], [0.0, 0.2, -0.3], [-0.1, 0.1, 0.5], [0.3, 0.2, -0.2], [-0.1, 0.1, 0.0], [0.3, -0.5, -0.1], [-0.1, 0.2, 0.1], [0.0, 0.0, 0.1], [0.2, 0.0, -0.2], [-1.1, 0.9, -0.1], [0.0, -0.5, 0.0], [0.5, -0.6, -0.4], [-0.3, 0.0, 0.6], [0.6, -0.1, -0.2], [-0.6, -0.7, 0.4], [0.1, 0.4, -0.4], [-0.1, 0.0, 0.0], [0.1, 0.0, 0.1], [0.2, 0.1, 0.1], [-0.1, -0.1, -0.1], [-0.1, 0.0, 0.0], [0.0, 0.0, 0.0], [-0.1, -0.1, 0.0], [-0.2, 0.1, 0.0], [0.1, 0.0, 0.1], [0.1, 0.1, 0.0], [0.1, 0.1, 0.0], [0.0, -0.1, 0.0], [-0.1, 0.0, -0.1], [0.0, 0.1, 0.0], [-0.1, 0.0, -0.1], [-0.1, -0.1, 0.1], [0.1, 0.0, 0.0], [0.0, 0.0, 0.2], [-0.1, -0.1, 0.0], [0.0, 0.1, 0.0], [0.0, 0.1, -0.1], [-0.1, -0.1, -0.1], [0.0, -0.1, -0.1], [0.1, -0.1, 0.0], [0.2, 0.0, 0.0], [-0.1, 0.0, 0.0], [0.0, 0.1, -0.2], [-0.1, 0.0, 0.1], [0.0, 0.0, 0.0], [-0.2, -0.1, -0.3], [0.1, 0.2, -0.1], [0.0, 0.1, 0.1], [0.0, 0.0, -0.1], [-0.1, 0.0, 0.0], [0.0, -0.1, -0.1], [-0.1, 0.0, 0.1], [-0.2, -0.1, 0.3], [-0.1, 0.0, 0.0], [0.0, 0.0, -0.1], [0.1, -0.1, 0.0], [-0.1, -0.2, 0.3], [-0.1, 0.1, 0.1], [0.0, 0.1, -0.2], [0.1, 0.1, 0.0], [-0.1, 0.0, 0.0], [-0.1, 0.0, 0.1], [-0.1, 0.3, -0.1], [0.3, 0.4, -0.2], [-0.1, -0.1, 0.1], [0.1, -0.2, 0.2], [0.0, -0.1, -0.1], [0.0, -0.1, 0.0], [0.0, 0.1, 0.1], [0.0, 0.0, 0.0], [0.0, 0.0, 0.1], [0.0, 0.0, 0.0], [0.0, 0.0, -0.1], [0.0, 0.1, 0.0], [-0.1, 0.1, 0.1], [0.0, -0.1, 0.0], [0.0, 0.0, 0.0], [0.1, 0.0, -0.1], [0.0, 0.0, 0.0], [-0.2, -0.2, 0.0], [0.0, 0.0, 0.0], [0.0, 0.0, 0.0], [0.0, 0.0, 0.0], [-0.1, 0.0, 0.1], [0.0, 0.0, 0.0], [0.0, 0.0, 0.0], [0.0, 0.0, 0.0], [-0.1, 0.0, 0.1], [0.0, 0.0, 0.0], [0.2, 0.1, -0.2], [0.0, 0.0, 0.0], [0.0, 0.0, 0.0], [0.0, 0.0, -0.1], [-0.1, -0.1, 0.1], [0.0, 0.0, 0.0], [0.0, 0.0, 0.0], [0.0, 0.0, 0.0]],
  "total_charge": 0,
  "lumo_energy_ha": -0.0043,
  "max_force_ev_per_a": 1.37,
  "multiplicity": 1
}